# 1
A structure of composition C32H27GaN2O4P2. Source: the OMol25 dataset; level of theory: ωB97M-V/def2-TZVPD.

As for the net charge: +2. As for the strongest force on any atom: 0.84 eV/A. The calculation puts the HOMO-LUMO gap at 0.2830 Eh. The LUMO energy is -6.63 eV.

CARTESIAN COORDINATES (ANGSTROEM)
1 Ga 1.28 0.76 0.97
2 O -0.56 2.54 4.36
3 C 0.14 2.17 3.33
4 O 0.28 1.00 2.95
5 C 0.83 3.26 2.59
6 C 0.92 4.61 2.89
7 C 1.76 5.39 2.09
8 C 2.49 4.80 1.06
9 C 2.32 3.44 0.84
10 N 1.49 2.74 1.57
11 C 3.07 2.59 -0.18
12 O 3.87 3.06 -0.94
13 O 2.74 1.31 -0.08
14 H -0.93 1.79 4.86
15 H 0.37 5.02 3.72
16 H 1.86 6.45 2.29
17 H 3.19 5.36 0.46
18 C -1.47 -2.05 -0.90
19 N -0.53 -1.19 -0.15
20 P -0.97 0.44 0.07
21 C -2.49 0.45 1.03
22 C -2.88 -0.65 1.79
23 C -4.08 -0.60 2.49
24 C -4.85 0.55 2.46
25 C -4.44 1.66 1.74
26 C -3.25 1.62 1.02
27 C -1.28 1.19 -1.53
28 C -0.19 1.74 -2.21
29 C -0.36 2.31 -3.46
30 C -1.62 2.32 -4.04
31 C -2.70 1.75 -3.38
32 C -2.54 1.19 -2.12
33 P 1.11 -1.60 0.11
34 C 1.02 -3.26 0.80
35 C 0.13 -3.53 1.83
36 C 0.02 -4.82 2.32
37 C 0.82 -5.83 1.81
38 C 1.74 -5.55 0.80
39 C 1.85 -4.27 0.29
40 C 2.00 -1.68 -1.46
41 C 3.29 -1.17 -1.55
42 C 3.95 -1.19 -2.77
43 C 3.31 -1.68 -3.90
44 C 2.03 -2.21 -3.80
45 C 1.38 -2.24 -2.58
46 H -2.48 -1.92 -0.52
47 H -1.19 -3.09 -0.77
48 H -1.48 -1.79 -1.96
49 H -2.27 -1.54 1.82
50 H -4.40 -1.46 3.06
51 H -5.79 0.58 3.00
52 H -5.04 2.56 1.72
53 H -2.92 2.47 0.45
54 H 0.80 1.73 -1.75
55 H 0.48 2.74 -3.98
56 H -1.77 2.78 -5.01
57 H -3.68 1.76 -3.84
58 H -3.39 0.76 -1.60
59 H -0.48 -2.74 2.25
60 H -0.69 -5.04 3.11
61 H 0.74 -6.84 2.20
62 H 2.38 -6.34 0.42
63 H 2.56 -4.05 -0.49
64 H 3.78 -0.77 -0.68
65 H 4.96 -0.81 -2.84
66 H 3.81 -1.65 -4.86
67 H 1.54 -2.60 -4.68
68 H 0.41 -2.72 -2.51



# 2
A structure of composition C32H27IrN2O3PS. Source: the OMol25 dataset; level of theory: ωB97M-V/def2-TZVPD.

As for the net charge: +1. As for the strongest force on any atom: 1.49 eV/A. The calculation puts the HOMO-LUMO gap at 0.2633 Eh. The value obtained for the relative energy (zero: lowest compared OMol25 entry of this formula, charge and spin) is 129.2 kJ/mol. The LUMO energy is -3.27 eV.

CARTESIAN COORDINATES (ANGSTROEM)
1 Ir 0.82 0.01 0.34
2 C 0.75 -3.95 -1.56
3 C 1.34 -2.82 -0.75
4 O 0.58 -1.82 -0.65
5 C 2.62 -2.94 -0.16
6 C 3.33 -4.18 -0.27
7 C 4.57 -4.34 0.25
8 C 5.20 -3.24 0.88
9 C 4.57 -2.03 0.99
10 C 3.24 -1.85 0.51
11 O 2.71 -0.70 0.71
12 H -0.18 -3.61 -2.01
13 H 0.54 -4.81 -0.92
14 H 1.44 -4.28 -2.34
15 H 2.86 -5.01 -0.77
16 H 5.08 -5.29 0.18
17 H 6.20 -3.35 1.28
18 H 5.04 -1.18 1.46
19 O 2.86 0.22 -1.72
20 N 1.52 0.55 -1.60
21 C 0.86 0.50 -2.70
22 C -0.54 0.79 -2.97
23 C -0.91 0.77 -4.32
24 C -2.21 1.05 -4.70
25 C -3.16 1.31 -3.73
26 C -2.81 1.30 -2.39
27 C -1.50 1.07 -1.99
28 P -1.00 1.27 -0.26
29 C -2.48 0.81 0.67
30 C -3.32 1.70 1.33
31 C -4.46 1.23 1.98
32 C -4.77 -0.12 1.96
33 C -3.92 -1.02 1.32
34 C -2.78 -0.56 0.69
35 C -0.77 3.08 -0.23
36 C -1.86 3.90 -0.53
37 C -1.72 5.28 -0.55
38 C -0.49 5.86 -0.28
39 C 0.61 5.05 -0.03
40 C 0.47 3.67 -0.01
41 H 3.02 0.00 -2.65
42 H 1.42 0.19 -3.58
43 H -0.16 0.54 -5.07
44 H -2.47 1.05 -5.75
45 H -4.18 1.51 -4.02
46 H -3.58 1.46 -1.64
47 H -3.09 2.75 1.36
48 H -5.11 1.93 2.49
49 H -5.66 -0.48 2.45
50 H -4.15 -2.08 1.32
51 H -2.10 -1.26 0.21
52 H -2.83 3.47 -0.77
53 H -2.58 5.90 -0.77
54 H -0.39 6.93 -0.28
55 H 1.58 5.49 0.15
56 H 1.35 3.06 0.16
57 S 1.03 1.59 2.08
58 C 0.96 0.12 2.99
59 C 1.29 -0.15 4.32
60 C 1.25 -1.47 4.72
61 C 0.86 -2.47 3.82
62 C 0.53 -2.12 2.54
63 N 0.56 -0.84 2.15
64 H 1.60 0.65 4.97
65 H 1.51 -1.73 5.74
66 H 0.82 -3.51 4.12
67 H 0.20 -2.85 1.81



# 3
A structure of composition C32H28BInNO5. Source: the OMol25 dataset; level of theory: ωB97M-V/def2-TZVPD.

As for the net charge: -1. As for the strongest force on any atom: 1.01 eV/A. The calculation puts the HOMO-LUMO gap at 0.1701 Eh. The LUMO energy is 0.53 eV.

CARTESIAN COORDINATES (ANGSTROEM)
1 C -1.25 1.39 1.17
2 C 0.28 1.21 1.17
3 B 1.02 2.04 2.31
4 O 0.25 2.30 3.49
5 In 3.18 2.80 2.27
6 C 3.57 4.09 4.11
7 C 2.31 4.78 4.43
8 N 1.91 5.87 3.93
9 H -1.75 0.68 0.52
10 H -1.52 2.39 0.81
11 H -1.63 1.22 2.17
12 H 0.68 1.38 0.17
13 H 0.47 0.15 1.40
14 H 0.51 1.61 4.12
15 H 4.25 1.34 2.36
16 H 3.62 3.70 0.79
17 H 3.77 3.39 4.92
18 H 4.39 4.79 3.96
19 H 1.69 4.30 5.20
20 H 2.62 6.18 3.25
21 C 4.20 4.21 -3.27
22 C 4.55 4.50 -4.59
23 C 3.91 3.86 -5.64
24 C 2.92 2.92 -5.37
25 C 2.58 2.61 -4.05
26 C 3.22 3.27 -3.00
27 C 1.56 1.57 -3.74
28 O 1.26 1.30 -2.60
29 C 0.92 0.86 -4.88
30 C 0.00 -0.15 -4.62
31 C -0.62 -0.82 -5.66
32 C -0.33 -0.47 -6.98
33 C 0.59 0.53 -7.25
34 C 1.22 1.19 -6.20
35 C 2.23 2.25 -6.51
36 O 2.48 2.55 -7.66
37 H 4.69 4.71 -2.45
38 H 5.32 5.23 -4.80
39 H 4.17 4.08 -6.66
40 H 2.96 3.04 -1.98
41 H -0.22 -0.42 -3.59
42 H -1.33 -1.61 -5.46
43 H -0.82 -0.98 -7.80
44 H 0.81 0.80 -8.27
45 C -0.87 -1.85 4.82
46 C -0.51 -1.56 3.51
47 C -1.13 -2.20 2.45
48 C -2.12 -3.15 2.70
49 C -2.47 -3.46 4.02
50 C -1.85 -2.80 5.07
51 C -3.49 -4.50 4.31
52 O -3.80 -4.77 5.46
53 C -4.12 -5.22 3.17
54 C -5.03 -6.23 3.42
55 C -5.64 -6.90 2.37
56 C -5.33 -6.55 1.06
57 C -4.42 -5.54 0.80
58 C -3.80 -4.88 1.85
59 C -2.80 -3.82 1.56
60 O -2.54 -3.52 0.41
61 H -0.39 -1.34 5.64
62 H 0.26 -0.83 3.31
63 H -0.85 -1.97 1.43
64 H -2.13 -3.03 6.09
65 H -5.27 -6.50 4.44
66 H -6.34 -7.69 2.57
67 H -5.81 -7.07 0.24
68 H -4.18 -5.27 -0.22